Below is 21 unconnected molecules or ions with the total composition C76H211N17O25 at a distorted geometry, with properties calculated with the ωB97M-V functional and the def2-TZVPD basis.

Last columns: bonded neighbours and bond lengths (Å).
Atoms and positions in Å:
1 C 3.65 -4.36 1.79  C2 1.496, O4 1.408, H5 1.090, H6 1.090
2 C 2.75 -5.53 2.02  C1 1.496, O3 1.412, H7 1.090, H8 1.090
3 O 3.55 -6.68 2.13  C2 1.412, H9 0.960
4 O 4.42 -4.10 2.94  C1 1.408, H10 0.960
5 H 3.10 -3.45 1.58  C1 1.090
6 H 4.31 -4.70 0.99  C1 1.090
7 H 2.00 -5.74 1.25  C2 1.090
8 H 2.16 -5.39 2.93  C2 1.090
9 H 2.98 -7.41 2.39  O3 0.960
10 H 5.04 -4.80 3.15  O4 0.960
11 C -1.40 -9.00 0.62  C12 1.515, O14 1.447, H15 1.090, H16 1.090
12 C -0.18 -9.76 0.15  C11 1.515, O13 1.391, H17 1.090, H18 1.090
13 O 0.79 -9.62 1.13  C12 1.391, H19 0.960
14 O -2.25 -8.69 -0.52  C11 1.447, H20 0.960
15 H -1.31 -8.09 1.21  C11 1.090
16 H -1.95 -9.53 1.40  C11 1.090
17 H 0.07 -9.37 -0.84  C12 1.090
18 H -0.33 -10.83 -0.02  C12 1.090
19 H 1.61 -9.29 0.75  O13 0.960
20 H -2.92 -9.37 -0.59  O14 0.960
21 C -3.00 -4.61 -3.84  C22 1.570, O24 1.414, H25 1.090, H26 1.090
22 C -2.44 -3.90 -5.13  C21 1.570, O23 1.443, H27 1.090, H28 1.090
23 O -1.33 -4.66 -5.66  C22 1.443, H29 0.960
24 O -2.09 -4.28 -2.81  C21 1.414, H30 0.960
25 H -3.02 -5.66 -4.13  C21 1.090
26 H -3.99 -4.38 -3.47  C21 1.090
27 H -2.10 -2.88 -4.93  C22 1.090
28 H -3.29 -3.79 -5.80  C22 1.090
29 H -0.63 -4.54 -5.02  O23 0.960
30 H -2.21 -4.91 -2.10  O24 0.960
31 C -2.88 0.41 -5.59  C32 1.588, O34 1.419, H35 1.090, H36 1.090
32 C -3.74 1.53 -4.87  C31 1.588, O33 1.414, H37 1.090, H38 1.090
33 O -4.19 2.42 -5.87  C32 1.414, H39 0.960
34 O -1.71 1.06 -6.04  C31 1.419, H40 0.960
35 H -3.41 0.03 -6.46  C31 1.090
36 H -2.55 -0.38 -4.91  C31 1.090
37 H -3.24 2.18 -4.15  C32 1.090
38 H -4.60 1.10 -4.34  C32 1.090
39 H -4.66 1.89 -6.51  O33 0.960
40 H -1.84 1.80 -6.64  O34 0.960
41 C -4.17 3.43 -0.77  C42 1.520, H47 1.090, H48 1.090, H49 1.090
42 C -5.64 3.09 -0.60  C41 1.520, C43 1.608, N46 1.439, H50 1.090
43 C -6.57 4.39 -0.53  C42 1.608, O44 1.462, H51 1.090, H52 1.090
44 O -6.16 5.18 0.63  C43 1.462, C45 1.406
45 C -6.83 6.41 0.69  O44 1.406, H53 1.090, H54 1.090, H55 1.090
46 N -6.16 2.30 -1.69  C42 1.439, H56 1.010, H57 1.010
47 H -4.11 4.04 -1.67  C41 1.090
48 H -3.50 2.66 -1.14  C41 1.090
49 H -3.76 3.94 0.11  C41 1.090
50 H -5.81 2.48 0.29  C42 1.090
51 H -7.62 4.13 -0.38  C43 1.090
52 H -6.61 4.92 -1.48  C43 1.090
53 H -7.91 6.26 0.70  C45 1.090
54 H -6.56 6.97 -0.21  C45 1.090
55 H -6.45 6.91 1.58  C45 1.090
56 H -7.17 2.26 -1.67  N46 1.010
57 H -5.87 2.81 -2.52  N46 1.010
58 C 1.51 -9.62 -4.62  C59 1.541, H64 1.090, H65 1.090, H66 1.090
59 C 1.69 -8.10 -4.84  C58 1.541, C60 1.562, N63 1.445, H67 1.090
60 C 2.26 -7.36 -3.59  C59 1.562, O61 1.400, H68 1.090, H69 1.090
61 O 1.44 -7.55 -2.47  C60 1.400, C62 1.377
62 C 0.20 -6.96 -2.56  O61 1.377, H70 1.090, H71 1.090, H72 1.090
63 N 2.58 -8.05 -5.97  C59 1.445, H73 1.010, H74 1.010
64 H 1.33 -10.19 -5.53  C58 1.090
65 H 0.59 -9.75 -4.05  C58 1.090
66 H 2.30 -10.00 -3.98  C58 1.090
67 H 0.80 -7.60 -5.22  C59 1.090
68 H 2.24 -6.30 -3.87  C60 1.090
69 H 3.28 -7.60 -3.32  C60 1.090
70 H 0.31 -5.89 -2.37  C62 1.090
71 H -0.50 -7.38 -1.83  C62 1.090
72 H -0.30 -7.00 -3.52  C62 1.090
73 H 2.48 -7.12 -6.34  N63 1.010
74 H 2.21 -8.62 -6.72  N63 1.010
75 C 5.02 5.34 2.57  C76 1.505, H81 1.090, H82 1.090, H83 1.090
76 C 4.18 5.93 1.47  C75 1.505, C77 1.530, N80 1.424, H84 1.090
77 C 2.82 5.24 1.36  C76 1.530, O78 1.407, H85 1.090, H86 1.090
78 O 2.96 3.90 0.93  C77 1.407, C79 1.465
79 C 1.80 3.03 1.15  O78 1.465, H87 1.090, H88 1.090, H89 1.090
80 N 3.92 7.32 1.60  C76 1.424, H90 1.010, H91 1.010
81 H 5.52 4.41 2.31  C75 1.090
82 H 4.46 5.07 3.47  C75 1.090
83 H 5.79 6.03 2.93  C75 1.090
84 H 4.79 5.79 0.57  C76 1.090
85 H 2.31 5.79 0.57  C77 1.090
86 H 2.24 5.40 2.26  C77 1.090
87 H 1.22 3.52 1.93  C79 1.090
88 H 2.19 2.09 1.54  C79 1.090
89 H 1.18 2.84 0.27  C79 1.090
90 H 4.61 7.92 2.02  N80 1.010
91 H 3.15 7.49 2.23  N80 1.010
92 C -4.63 -6.02 0.18  C93 1.516, H98 1.090, H99 1.090, H100 1.090
93 C -3.24 -5.44 0.39  C92 1.516, C94 1.520, N97 1.448, H101 1.090
94 C -2.81 -5.60 1.84  C93 1.520, O95 1.439, H102 1.090, H103 1.090
95 O -1.54 -4.95 2.07  C94 1.439, C96 1.447
96 C -0.90 -5.36 3.30  O95 1.447, H104 1.090, H105 1.090, H106 1.090
97 N -2.37 -6.02 -0.60  C93 1.448, H107 1.010, H108 1.010
98 H -4.98 -5.79 -0.83  C92 1.090
99 H -5.28 -5.41 0.82  C92 1.090
100 H -4.75 -7.08 0.38  C92 1.090
101 H -3.21 -4.39 0.11  C93 1.090
102 H -2.81 -6.61 2.26  C94 1.090
103 H -3.44 -4.95 2.44  C94 1.090
104 H 0.03 -4.88 3.60  C96 1.090
105 H -0.55 -6.37 3.08  C96 1.090
106 H -1.64 -5.30 4.09  C96 1.090
107 H -2.37 -7.02 -0.44  N97 1.010
108 H -1.42 -5.73 -0.42  N97 1.010
109 C -0.74 -1.68 4.73  C110 1.536, H115 1.090, H116 1.090, H117 1.090
110 C 0.53 -0.92 5.14  C109 1.536, C111 1.546, N114 1.421, H118 1.090
111 C 1.73 -1.88 5.30  C110 1.546, O112 1.425, H119 1.090, H120 1.090
112 O 1.49 -2.75 6.41  C111 1.425, C113 1.418
113 C 2.52 -3.70 6.63  O112 1.418, H121 1.090, H122 1.090, H123 1.090
114 N 0.87 -0.08 4.04  C110 1.421, H124 1.010, H125 1.010
115 H -0.84 -2.52 5.43  C109 1.090
116 H -0.66 -2.20 3.77  C109 1.090
117 H -1.67 -1.12 4.74  C109 1.090
118 H 0.40 -0.38 6.07  C110 1.090
119 H 2.61 -1.28 5.54  C111 1.090
120 H 1.97 -2.53 4.45  C111 1.090
121 H 3.44 -3.22 6.96  C113 1.090
122 H 2.71 -4.31 5.75  C113 1.090
123 H 2.21 -4.38 7.41  C113 1.090
124 H 0.32 0.77 4.01  N114 1.010
125 H 1.80 0.25 4.27  N114 1.010
126 C -3.83 8.81 6.30  C127 1.521, H132 1.090, H133 1.090, H134 1.090
127 C -3.87 7.45 6.98  C126 1.521, C128 1.529, N131 1.441, H135 1.090
128 C -3.16 6.38 6.16  C127 1.529, O129 1.485, H136 1.090, H137 1.090
129 O -3.65 6.14 4.78  C128 1.485, C130 1.487
130 C -2.85 5.26 3.88  O129 1.487, H138 1.090, H139 1.090, H140 1.090
131 N -3.23 7.58 8.26  C127 1.441, H141 1.010, H142 1.010
132 H -4.65 8.90 5.60  C126 1.090
133 H -2.93 8.94 5.70  C126 1.090
134 H -3.99 9.69 6.92  C126 1.090
135 H -4.92 7.18 7.08  C127 1.090
136 H -3.18 5.38 6.61  C128 1.090
137 H -2.11 6.67 6.11  C128 1.090
138 H -3.16 5.26 2.83  C130 1.090
139 H -2.87 4.22 4.18  C130 1.090
140 H -1.79 5.52 3.93  C130 1.090
141 H -2.29 7.71 7.91  N131 1.010
142 H -3.28 8.53 8.61  N131 1.010
143 C 0.99 3.45 5.97  C144 1.496, H149 1.090, H150 1.090, H151 1.090
144 C -0.29 4.03 6.46  C143 1.496, C145 1.611, N148 1.471, H152 1.090
145 C -1.31 2.84 6.87  C144 1.611, O146 1.439, H153 1.090, H154 1.090
146 O -1.79 2.23 5.66  C145 1.439, C147 1.436
147 C -2.79 1.20 5.75  O146 1.436, H155 1.090, H156 1.090, H157 1.090
148 N 0.01 4.92 7.59  C144 1.471, H158 1.010, H159 1.010
149 H 1.56 4.27 5.52  C143 1.090
150 H 0.76 2.68 5.23  C143 1.090
151 H 1.60 2.98 6.74  C143 1.090
152 H -0.67 4.65 5.65  C144 1.090
153 H -2.15 3.21 7.45  C145 1.090
154 H -0.95 2.09 7.56  C145 1.090
155 H -3.14 0.82 4.79  C147 1.090
156 H -3.68 1.51 6.29  C147 1.090
157 H -2.43 0.32 6.28  C147 1.090
158 H 0.79 4.51 8.08  N148 1.010
159 H -0.80 4.99 8.19  N148 1.010
160 C 0.23 -2.87 -0.05  C161 1.521, H166 1.090, H167 1.090, H168 1.090
161 C -1.05 -2.05 -0.15  C160 1.521, C162 1.560, N165 1.444, H169 1.090
162 C -0.91 -0.72 0.65  C161 1.560, O163 1.448, H170 1.090, H171 1.090
163 O -2.23 -0.12 0.76  C162 1.448, C164 1.437
164 C -2.21 1.12 1.48  O163 1.437, H172 1.090, H173 1.090, H174 1.090
165 N -1.28 -1.84 -1.55  C161 1.444, H175 1.010, H176 1.010
166 H 0.65 -3.03 0.95  C160 1.090
167 H 1.08 -2.39 -0.53  C160 1.090
168 H 0.09 -3.86 -0.48  C160 1.090
169 H -1.86 -2.59 0.34  C161 1.090
170 H -0.30 0.05 0.18  C162 1.090
171 H -0.57 -0.90 1.67  C162 1.090
172 H -1.79 0.96 2.47  C164 1.090
173 H -3.25 1.42 1.61  C164 1.090
174 H -1.63 1.88 0.96  C164 1.090
175 H -1.47 -2.72 -2.00  N165 1.010
176 H -2.13 -1.30 -1.64  N165 1.010
177 C -5.54 -1.17 -0.37  C178 1.518, H183 1.090, H184 1.090, H185 1.090
178 C -4.82 -1.28 -1.71  C177 1.518, C179 1.549, N182 1.460, H186 1.090
179 C -5.67 -1.22 -3.00  C178 1.549, O180 1.384, H187 1.090, H188 1.090
180 O -6.54 -2.29 -3.08  C179 1.384, C181 1.434
181 C -7.50 -2.17 -4.14  O180 1.434, H189 1.090, H190 1.090, H191 1.090
182 N -3.89 -0.16 -1.82  C178 1.460, H192 1.010, H193 1.010
183 H -6.07 -0.22 -0.37  C177 1.090
184 H -4.82 -1.19 0.45  C177 1.090
185 H -6.20 -2.03 -0.23  C177 1.090
186 H -4.19 -2.16 -1.84  C178 1.090
187 H -4.92 -1.26 -3.79  C179 1.090
188 H -6.19 -0.26 -3.08  C179 1.090
189 H -8.15 -3.04 -4.08  C181 1.090
190 H -6.95 -2.16 -5.07  C181 1.090
191 H -8.10 -1.27 -3.98  C181 1.090
192 H -3.43 0.04 -0.94  N182 1.010
193 H -4.41 0.69 -1.99  N182 1.010
194 C 4.94 -4.29 -1.73  C195 1.460, H200 1.090, H201 1.090, H202 1.090
195 C 5.55 -3.55 -2.83  C194 1.460, C196 1.563, N199 1.398, H203 1.090
196 C 6.45 -2.37 -2.34  C195 1.563, O197 1.419, H204 1.090, H205 1.090
197 O 6.90 -1.61 -3.45  C196 1.419, C198 1.384
198 C 7.75 -0.54 -3.20  O197 1.384, H206 1.090, H207 1.090, H208 1.090
199 N 6.28 -4.44 -3.62  C195 1.398, H209 1.010, H210 1.010
200 H 4.10 -3.79 -1.24  C194 1.090
201 H 5.60 -4.60 -0.92  C194 1.090
202 H 4.39 -5.16 -2.07  C194 1.090
203 H 4.86 -3.02 -3.48  C195 1.090
204 H 7.23 -2.80 -1.71  C196 1.090
205 H 5.76 -1.79 -1.72  C196 1.090
206 H 8.00 0.03 -4.09  C198 1.090
207 H 8.67 -0.71 -2.64  C198 1.090
208 H 7.20 0.18 -2.59  C198 1.090
209 H 6.88 -3.87 -4.20  N199 1.010
210 H 6.96 -4.90 -3.03  N199 1.010
211 C -5.33 -2.23 3.16  C212 1.530, H217 1.090, H218 1.090, H219 1.090
212 C -5.71 -1.17 4.21  C211 1.530, C213 1.548, N216 1.451, H220 1.090
213 C -5.86 0.24 3.60  C212 1.548, O214 1.460, H221 1.090, H222 1.090
214 O -5.76 1.28 4.62  C213 1.460, C215 1.440
215 C -5.51 2.51 3.91  O214 1.440, H223 1.090, H224 1.090, H225 1.090
216 N -6.91 -1.57 4.93  C212 1.451, H226 1.010, H227 1.010
217 H -5.14 -3.19 3.62  C211 1.090
218 H -4.44 -1.98 2.59  C211 1.090
219 H -6.05 -2.33 2.34  C211 1.090
220 H -4.94 -1.16 4.98  C212 1.090
221 H -6.81 0.29 3.05  C213 1.090
222 H -5.05 0.35 2.87  C213 1.090
223 H -5.54 3.37 4.58  C215 1.090
224 H -6.19 2.68 3.08  C215 1.090
225 H -4.52 2.59 3.48  C215 1.090
226 H -6.71 -2.18 5.71  N216 1.010
227 H -7.14 -0.74 5.45  N216 1.010
228 C 1.40 0.61 -6.10  C229 1.495, H234 1.090, H235 1.090, H236 1.090
229 C 2.80 1.12 -6.22  C228 1.495, C230 1.558, N233 1.426, H237 1.090
230 C 3.89 0.00 -6.23  C229 1.558, O231 1.403, H238 1.090, H239 1.090
231 O 5.12 0.54 -6.64  C230 1.403, C232 1.408
232 C 6.19 -0.36 -6.55  O231 1.408, H240 1.090, H241 1.090, H242 1.090
233 N 2.99 1.90 -7.39  C229 1.426, H243 1.010, H244 1.010
234 H 0.71 1.45 -6.15  C228 1.090
235 H 1.26 0.06 -5.17  C228 1.090
236 H 1.21 -0.13 -6.88  C228 1.090
237 H 2.89 1.68 -5.29  C229 1.090
238 H 3.52 -0.81 -6.86  C230 1.090
239 H 3.95 -0.53 -5.29  C230 1.090
240 H 6.07 -1.25 -7.17  C232 1.090
241 H 6.24 -0.75 -5.53  C232 1.090
242 H 7.14 0.04 -6.90  C232 1.090
243 H 2.72 1.36 -8.20  N233 1.010
244 H 4.00 1.90 -7.48  N233 1.010
245 C 5.67 -1.08 0.97  C246 1.552, H251 1.090, H252 1.090, H253 1.090
246 C 5.40 -0.57 2.42  C245 1.552, C247 1.574, N250 1.493, H254 1.090
247 C 3.87 -0.31 2.64  C246 1.574, O248 1.447, H255 1.090, H256 1.090
248 O 3.74 0.60 3.76  C247 1.447, C249 1.423
249 C 4.25 1.91 3.56  O248 1.423, H257 1.090, H258 1.090, H259 1.090
250 N 5.83 -1.59 3.42  C246 1.493, H260 1.010, H261 1.010
251 H 5.39 -0.33 0.24  C245 1.090
252 H 5.20 -2.06 0.87  C245 1.090
253 H 6.71 -1.29 0.77  C245 1.090
254 H 6.12 0.25 2.48  C246 1.090
255 H 3.39 -1.29 2.75  C247 1.090
256 H 3.45 0.17 1.76  C247 1.090
257 H 4.78 2.06 2.62  C249 1.090
258 H 5.04 2.10 4.29  C249 1.090
259 H 3.52 2.71 3.71  C249 1.090
260 H 5.30 -2.41 3.20  N250 1.010
261 H 5.57 -1.37 4.37  N250 1.010
262 C 4.81 4.81 -4.03  C263 1.557, H268 1.090, H269 1.090, H270 1.090
263 C 4.30 3.82 -2.95  C262 1.557, C264 1.537, N267 1.450, H271 1.090
264 C 5.29 2.71 -2.59  C263 1.537, O265 1.408, H272 1.090, H273 1.090
265 O 4.79 1.85 -1.59  C264 1.408, C266 1.439
266 C 3.77 0.94 -2.02  O265 1.439, H274 1.090, H275 1.090, H276 1.090
267 N 3.93 4.65 -1.82  C263 1.450, H277 1.010, H278 1.010
268 H 5.72 5.32 -3.73  C262 1.090
269 H 4.06 5.59 -4.20  C262 1.090
270 H 4.99 4.30 -4.98  C262 1.090
271 H 3.38 3.40 -3.37  C263 1.090
272 H 6.20 3.17 -2.20  C264 1.090
273 H 5.63 2.17 -3.48  C264 1.090
274 H 2.87 1.49 -2.31  C266 1.090
275 H 3.52 0.28 -1.20  C266 1.090
276 H 4.11 0.34 -2.86  C266 1.090
277 H 4.85 4.80 -1.42  N267 1.010
278 H 3.47 4.16 -1.07  N267 1.010
279 C 1.87 8.86 5.15  C280 1.536, H285 1.090, H286 1.090, H287 1.090
280 C 0.54 9.44 4.65  C279 1.536, C281 1.592, N284 1.432, H288 1.090
281 C -0.23 8.41 3.70  C280 1.592, O282 1.432, H289 1.090, H290 1.090
282 O 0.41 8.32 2.42  C281 1.432, C283 1.406
283 C -0.19 7.39 1.55  O282 1.406, H291 1.090, H292 1.090, H293 1.090
284 N -0.27 9.85 5.75  C280 1.432, H294 1.010, H295 1.010
285 H 2.25 9.59 5.86  C279 1.090
286 H 2.67 8.67 4.44  C279 1.090
287 H 1.66 7.98 5.77  C279 1.090
288 H 0.78 10.34 4.08  C280 1.090
289 H -1.24 8.75 3.44  C281 1.090
290 H -0.28 7.42 4.14  C281 1.090
291 H 0.03 7.62 0.51  C283 1.090
292 H -1.28 7.36 1.60  C283 1.090
293 H 0.08 6.39 1.89  C283 1.090
294 H -0.55 9.00 6.24  N284 1.010
295 H -1.16 10.15 5.37  N284 1.010
296 C 2.76 -3.95 -8.07  C297 1.488, H302 1.090, H303 1.090, H304 1.090
297 C 2.36 -4.64 -6.82  C296 1.488, C298 1.542, N301 1.412, H305 1.090
298 C 1.93 -3.61 -5.76  C297 1.542, O299 1.391, H306 1.090, H307 1.090
299 O 1.23 -4.15 -4.68  C298 1.391, C300 1.437
300 C 0.86 -3.16 -3.71  O299 1.437, H308 1.090, H309 1.090, H310 1.090
301 N 1.35 -5.58 -7.14  C297 1.412, H311 1.010, H312 1.010
302 H 2.93 -4.69 -8.86  C296 1.090
303 H 3.65 -3.33 -7.99  C296 1.090
304 H 2.04 -3.23 -8.47  C296 1.090
305 H 3.18 -5.23 -6.41  C297 1.090
306 H 1.28 -2.90 -6.26  C298 1.090
307 H 2.82 -3.11 -5.39  C298 1.090
308 H 0.23 -2.36 -4.09  C300 1.090
309 H 1.73 -2.63 -3.31  C300 1.090
310 H 0.34 -3.69 -2.91  C300 1.090
311 H 0.92 -5.28 -8.00  N301 1.010
312 H 0.58 -5.64 -6.50  N301 1.010
313 C -1.17 5.41 -1.55  C314 1.501, H319 1.090, H320 1.090, H321 1.090
314 C 0.21 4.88 -1.78  C313 1.501, C315 1.512, N318 1.408, H322 1.090
315 C 0.18 3.52 -2.43  C314 1.512, O316 1.438, H323 1.090, H324 1.090
316 O -0.70 2.54 -1.85  C315 1.438, C317 1.422
317 C -0.74 1.27 -2.49  O316 1.422, H325 1.090, H326 1.090, H327 1.090
318 N 0.94 5.81 -2.55  C314 1.408, H328 1.010, H329 1.010
319 H -1.83 5.54 -2.41  C313 1.090
320 H -1.26 6.40 -1.09  C313 1.090
321 H -1.66 4.61 -0.99  C313 1.090
322 H 0.68 4.83 -0.80  C314 1.090
323 H 1.18 3.12 -2.59  C315 1.090
324 H -0.12 3.68 -3.47  C315 1.090
325 H -0.99 1.28 -3.55  C317 1.090
326 H -1.44 0.64 -1.94  C317 1.090
327 H 0.26 0.87 -2.34  C317 1.090
328 H 1.92 5.56 -2.46  N318 1.010
329 H 0.77 5.67 -3.53  N318 1.010

The total charge is 0. The LUMO energy comes out at 0.330 eV. The HOMO energy comes out at -8.4 eV. For the gap between HOMO and LUMO, the calculation gives 0.3212 Eh. The strongest force on any atom is 3.27 eV/Å.

These are the Löwdin partial charges, in e, on atoms 1 to 6:
1. C -0.234
2. C -0.251
3. O -0.050
4. O -0.077
5. H 0.114
6. H 0.103